This record from OMol25 describes C5H3N3O in the gas phase. The level of theory is ωB97M-V/def2-TZVPD.

Values from the calculation:
HOMO-LUMO gap   8.440 eV
Molecular weight   121.10 u
Relative energy (zero: lowest compared OMol25 entry of this formula, charge and spin)   25.6 kcal per mole

ORCA input file:
```
! RIJCOSX wB97M-V def2-TZVPD def2/J DEFGRID3
* xyz 0 1
C -0.0388 -0.6146 0.1687
N -1.8144 0.6885 -0.1151
C -0.5036 0.6904 -0.0473
C 1.6151 1.1197 0.1056
C -1.2605 -1.3276 0.1152
C 1.4554 -0.4554 0.0505
H 2.5810 1.5376 0.1371
N 0.4918 1.7491 -0.0270
N -2.3032 -0.5523 -0.0640
O 2.3713 -1.2979 -0.1593
H -1.3652 -2.3844 0.1041
H -2.4105 1.5580 0.1189
*
```

And the Mulliken charges, in e, turn out to be: C 0.296; N 0.221; C 0.178; C -0.120; C -0.435; C 0.469; H 0.463; N -0.589; N -0.733; O -0.559; H 0.476; H 0.333


This record from OMol25 describes a molecular structure, C11H23N3O3S. The level of theory is ωB97M-V/def2-TZVPD.

Values from the calculation:
HOMO-LUMO gap   8.942 eV
Molecular weight   277.39 u
Relative energy (zero: lowest compared OMol25 entry of this formula, charge and spin)   189.0 kcal per mole

ORCA input file:
```
! RIJCOSX wB97M-V def2-TZVPD def2/J DEFGRID3
* xyz 0 1
H 0.8858 -4.3339 -1.7809
H 2.3559 2.5614 4.5285
C 2.0956 1.6343 4.8229
O 1.1920 1.5646 -3.6630
H -2.0587 -4.5109 -0.9848
C 0.1498 -1.2586 -1.5492
C -1.6016 -2.9263 -2.2119
H 1.8524 0.0510 -1.7527
N 0.2184 1.2182 -1.2613
H -1.2738 -3.5385 -3.1181
H 1.1177 2.9753 2.0473
O 1.3224 -0.5709 -3.9987
O 1.8689 1.0831 0.5344
H -1.2894 1.2170 3.0484
C 0.8397 0.0879 -1.9470
H -0.5292 3.3720 0.0526
H -1.8094 -3.2676 -0.0323
C -1.1847 -1.4180 -2.3421
H 2.5153 0.7892 4.2348
H -0.9956 -1.1566 -3.4331
H -1.7084 1.1585 1.6735
C -0.3999 2.3951 0.7074
C 1.0071 0.2778 -3.3121
H -1.8525 -0.5331 -1.8302
S 0.2235 1.6609 4.8878
N -1.5242 1.5775 0.4535
N 0.1706 -4.1122 -0.8268
H -0.4270 3.6924 2.6581
C -1.3126 -3.7809 -0.9157
H 0.0278 -1.3638 -0.4037
H 0.2714 0.6338 2.6438
H 2.5690 1.6248 5.8304
H -0.7891 1.1457 -1.2081
H 0.7755 2.0044 -2.9323
C 0.1077 2.8134 2.1875
C 0.7638 1.4517 0.0447
C -0.1865 1.5685 3.1977
H -2.4164 2.2795 0.3515
H -2.7482 -2.7715 -2.3941
H 0.7483 -3.2534 -0.1389
H 1.0287 -2.0417 -1.8675
*
```

And the Mulliken charges, in e, turn out to be: H 0.333; H 0.332; C -0.890; O -0.612; H 0.372; C -0.205; C -0.621; H 0.495; N -0.409; H 0.330; H 0.431; O -0.483; O -0.662; H 0.198; C 0.674; H 0.250; H 0.226; C -0.448; H 0.263; H 0.227; H 0.216; C 0.017; C -0.579; H 0.273; S -0.086; N -0.715; N -0.634; H 0.360; C -0.642; H 0.327; H 0.258; H 0.349; H 0.288; H 0.440; C -0.589; C 0.236; C -0.568; H 0.298; H 0.346; H 0.370; H 0.237